[1]
Below is a structure of composition C62H54BrN2OP2STl, with properties calculated with the ωB97M-V functional and the def2-TZVPD basis.

Values from the calculation:
2S+1 ... 1
HOMO level ... -12.76 eV
Total charge ... +2

Each line ends with the Mulliken charge.
CARTESIAN COORDINATES (ANGSTROEM)
Tl: -0.0627 1.0601 -0.7087  1.791
C: -4.7982 -4.0019 3.0492  -2.097
C: -3.3798 -3.5664 2.6651  1.605
C: -2.3574 -4.5347 3.2929  -1.701
C: -3.0601 -2.1836 3.2030  0.967
C: -3.4521 -1.7773 4.4736  -0.159
C: -3.0406 -0.5722 5.0185  -1.464
C: -2.1929 0.2510 4.3062  -0.360
C: -1.7984 -0.1266 3.0292  0.567
P: -0.7000 0.9562 2.0696  1.166
C: 0.7968 1.0619 3.0818  0.691
C: 1.5380 2.2381 3.1551  -0.567
C: 2.7328 2.2558 3.8492  -1.268
C: 3.2135 1.0948 4.4321  -0.962
C: 2.4926 -0.0855 4.3379  -0.733
C: 1.2845 -0.1043 3.6669  -0.937
C: -1.6329 2.5172 2.1948  0.999
C: -1.3977 3.5289 3.1175  -0.442
C: -2.1983 4.6594 3.1138  -0.908
C: -3.2553 4.7696 2.2265  -0.659
C: -3.5247 3.7405 1.3379  -0.812
C: -2.7070 2.6280 1.3120  -0.704
C: -2.2510 -1.3196 2.4700  -1.279
O: -1.8505 -1.5621 1.1801  0.134
C: -2.4258 -2.6137 0.5234  -0.945
C: -2.2275 -2.6575 -0.8565  0.521
C: -2.7761 -3.6892 -1.6113  -0.244
C: -3.5040 -4.6795 -0.9847  -1.715
C: -3.6978 -4.6291 0.3848  -0.140
C: -3.1857 -3.5960 1.1598  0.701
P: -1.2592 -1.3870 -1.7409  1.820
C: -2.4414 -0.8893 -3.0271  1.120
C: -3.7385 -0.6025 -2.6036  -1.080
C: -4.6837 -0.1690 -3.5114  -0.712
C: -4.3508 -0.0541 -4.8529  -0.839
C: -3.0668 -0.3489 -5.2781  -0.781
C: -2.1012 -0.7383 -4.3658  -0.985
C: 0.0876 -2.2974 -2.5464  0.845
C: -0.0805 -3.0697 -3.6936  -0.522
C: 1.0188 -3.6707 -4.2785  -0.857
C: 2.2832 -3.4947 -3.7382  -1.022
C: 2.4486 -2.7545 -2.5800  -0.214
C: 1.3499 -2.1753 -1.9740  -0.406
H: -4.9107 -4.0270 4.1279  0.504
H: -5.0049 -5.0062 2.6961  0.483
H: -5.5411 -3.3245 2.6343  0.414
H: -2.4558 -4.5256 4.3753  0.426
H: -1.3421 -4.2394 3.0341  0.377
H: -2.5264 -5.5464 2.9350  0.439
H: -4.0914 -2.4138 5.0621  0.359
H: -3.3702 -0.2867 6.0050  0.458
H: -1.8359 1.1795 4.7267  0.545
H: 1.1782 3.1300 2.6636  0.662
H: 3.2971 3.1722 3.9358  0.514
H: 4.1567 1.1178 4.9521  0.458
H: 2.8719 -0.9887 4.7909  0.527
H: 0.7068 -1.0157 3.6012  0.504
H: -0.6075 3.4420 3.8467  0.545
H: -2.0015 5.4546 3.8166  0.494
H: -3.8788 5.6499 2.2395  0.447
H: -4.3703 3.8114 0.6693  0.503
H: -2.8986 1.8213 0.6105  0.476
H: -2.6369 -3.7040 -2.6809  0.389
H: -3.9243 -5.4892 -1.5613  0.441
H: -4.2593 -5.4167 0.8586  0.423
H: -3.9905 -0.7333 -1.5594  0.435
H: -5.6796 0.0748 -3.1758  0.520
H: -5.0911 0.2697 -5.5667  0.466
H: -2.8104 -0.2655 -6.3219  0.529
H: -1.0910 -0.9329 -4.6933  0.519
H: -1.0560 -3.1956 -4.1377  0.390
H: 0.8858 -4.2707 -5.1661  0.483
H: 3.1445 -3.9288 -4.2211  0.459
H: 3.4347 -2.6097 -2.1669  0.339
H: 1.4542 -1.5897 -1.0648  0.142
C: 6.9363 -1.9114 0.4090  -1.820
C: 5.6189 -1.7830 1.1933  1.978
C: 4.6528 -2.8293 0.6398  -1.722
C: 5.8744 -2.0963 2.6754  -1.655
C: 5.0844 -0.3633 1.0838  0.152
C: 5.9395 0.6770 1.4900  -0.117
C: 5.5648 1.9983 1.4406  -1.425
C: 4.2927 2.2933 0.9804  1.651
S: 3.5725 3.8520 0.7879  -0.388
C: 2.1243 3.0770 0.2243  0.634
N: 2.1779 1.7694 0.1742  0.580
C: 3.3942 1.2844 0.5840  -2.408
C: 3.8134 -0.0488 0.6310  0.501
C: 0.9742 3.8972 -0.1243  0.781
C: 1.0239 5.2837 0.0861  -1.313
C: -0.0690 6.0763 -0.1879  -1.112
C: -1.2252 5.5164 -0.7031  -0.935
C: -1.2848 4.1489 -0.9585  -0.296
C: -0.1947 3.3635 -0.6592  0.218
H: 7.2258 -2.9592 0.3686  0.491
H: 7.7469 -1.3621 0.8790  0.379
H: 6.8137 -1.5455 -0.6095  0.357
H: 5.0748 -3.8211 0.7765  0.518
H: 4.5076 -2.6824 -0.4246  0.202
H: 3.6930 -2.8040 1.1468  0.379
H: 6.3937 -3.0477 2.7682  0.465
H: 4.9318 -2.1600 3.2151  0.285
H: 6.4865 -1.3337 3.1472  0.361
H: 6.9359 0.4517 1.8384  0.552
H: 6.2374 2.7857 1.7468  0.493
H: 3.1304 -0.8114 0.2962  -0.137
H: 1.9349 5.7200 0.4705  0.546
H: -0.0210 7.1398 -0.0060  0.455
H: -2.0859 6.1326 -0.9124  0.515
H: -2.1867 3.7379 -1.3882  0.623
C: -2.1565 3.0241 -6.1365  -1.627
C: -1.0642 2.3159 -5.4188  0.533
C: 0.0974 1.9123 -6.0764  -0.610
C: 1.1489 1.3798 -5.3529  -1.095
C: 0.9865 1.2765 -3.9823  0.389
Br: 2.4208 0.7288 -2.8666  -0.006
N: -0.1341 1.5667 -3.3445  0.627
C: -1.1387 2.0687 -4.0516  -0.715
H: -2.2632 2.6582 -7.1537  0.447
H: -1.8965 4.0826 -6.1925  0.393
H: -3.1013 2.9313 -5.6070  0.374
H: 0.1775 2.0226 -7.1468  0.515
H: 2.0686 1.0732 -5.8208  0.574
H: -2.0383 2.2892 -3.4938  0.330

***

[2]
Below is a structure of composition C62H55FGeO5P3Rb, with properties calculated with the ωB97M-V functional and the def2-TZVPD basis.

Values from the calculation:
2S+1 ... 1
HOMO level ... -7.52 eV
Energy relative to the best compared isomer or geometry (same formula, charge and spin) ... 156.5 kJ/mol

Each line ends with the Mulliken charge.
CARTESIAN COORDINATES (ANGSTROEM)
Rb: 1.1387 -1.3055 -1.4193  1.339
F: -0.3313 -0.3132 0.1434  1.065
Ge: -0.8162 0.3937 1.7296  0.778
C: -0.0775 -0.4854 3.3296  -0.631
C: -0.5622 0.0305 4.5330  -0.071
C: -0.1191 -0.4676 5.7459  -0.787
C: 0.8190 -1.4908 5.7641  -1.079
C: 1.3185 -1.9922 4.5751  0.315
C: 0.8864 -1.4916 3.3450  -0.239
P: 1.5744 -2.1135 1.7520  1.204
C: 1.7341 -3.8763 2.2605  0.068
C: 0.5229 -4.5472 2.4540  -0.095
C: 0.5076 -5.8829 2.8209  -0.762
C: 1.7022 -6.5713 2.9894  -0.506
C: 2.9054 -5.9136 2.7927  -0.756
C: 2.9245 -4.5726 2.4295  -0.100
C: 3.3164 -1.5536 1.9083  0.724
C: 3.7849 -0.6821 2.8876  -0.607
C: 5.1254 -0.3241 2.9254  -0.649
C: 6.0090 -0.8112 1.9764  -0.580
C: 5.5443 -1.6466 0.9706  -0.870
C: 4.2086 -2.0094 0.9323  -1.021
C: -0.2108 2.2822 1.7436  -0.668
C: -1.0059 3.1399 2.5044  -0.284
C: -0.7209 4.4913 2.5965  -0.876
C: 0.3710 5.0075 1.9164  -1.215
C: 1.1726 4.1672 1.1619  0.095
C: 0.9034 2.8022 1.0764  0.055
P: 1.9430 1.6809 0.0447  1.834
C: 3.6428 2.1869 0.5147  0.534
C: 4.6726 1.8580 -0.3707  -0.665
C: 5.9841 2.1987 -0.0885  -0.825
C: 6.2898 2.8625 1.0926  -0.553
C: 5.2810 3.1625 1.9921  -0.786
C: 3.9652 2.8176 1.7122  -0.633
C: 1.8025 2.6062 -1.5456  0.115
C: 2.5929 3.7085 -1.8759  -0.219
C: 2.4068 4.3737 -3.0767  -0.874
C: 1.4359 3.9469 -3.9724  -0.863
C: 0.6504 2.8505 -3.6576  -0.481
C: 0.8293 2.1885 -2.4506  0.431
C: -2.8037 0.4475 1.6703  -0.098
C: -3.5511 -0.2194 2.6407  -0.477
C: -4.9339 -0.2610 2.5721  -0.700
C: -5.5942 0.3616 1.5249  -0.860
C: -4.8730 1.0516 0.5661  -0.157
C: -3.4821 1.1270 0.6366  -0.446
P: -2.5263 2.1398 -0.5644  1.261
C: -3.2214 3.8092 -0.2804  0.499
C: -4.0598 4.1327 0.7830  -0.555
C: -4.4033 5.4549 1.0301  -0.688
C: -3.9084 6.4693 0.2268  -0.557
C: -3.0703 6.1588 -0.8358  -0.676
C: -2.7245 4.8406 -1.0826  -0.762
C: -3.3242 1.5911 -2.1221  0.094
C: -4.2054 2.3502 -2.8855  -0.454
C: -4.7294 1.8341 -4.0637  -0.704
C: -4.3732 0.5636 -4.4913  -0.731
C: -3.4832 -0.1928 -3.7399  -0.515
C: -2.9598 0.3179 -2.5645  -0.175
H: -1.2926 0.8340 4.5222  0.369
H: -0.5008 -0.0610 6.6740  0.432
H: 1.1673 -1.8908 6.7083  0.404
H: 2.0643 -2.7772 4.5954  0.550
H: -0.4065 -4.0030 2.3189  0.410
H: -0.4371 -6.3900 2.9740  0.433
H: 1.6929 -7.6171 3.2690  0.363
H: 3.8397 -6.4460 2.9224  0.416
H: 3.8734 -4.0739 2.2842  0.382
H: 3.1093 -0.2877 3.6346  0.317
H: 5.4802 0.3410 3.7022  0.398
H: 7.0545 -0.5338 2.0140  0.388
H: 6.2321 -2.0193 0.2213  0.480
H: 3.8465 -2.6759 0.1548  0.583
H: -1.8775 2.7462 3.0196  0.292
H: -1.3572 5.1438 3.1810  0.425
H: 0.5960 6.0654 1.9699  0.439
H: 2.0239 4.5808 0.6371  0.493
H: 4.4330 1.3563 -1.3022  0.463
H: 6.7705 1.9523 -0.7912  0.424
H: 7.3138 3.1389 1.3112  0.381
H: 5.5175 3.6693 2.9201  0.401
H: 3.1818 3.0606 2.4194  0.434
H: 3.3744 4.0430 -1.2061  0.392
H: 3.0322 5.2239 -3.3208  0.431
H: 1.3022 4.4665 -4.9128  0.401
H: -0.1039 2.4950 -4.3488  0.509
H: 0.2017 1.3388 -2.2235  -0.526
H: -3.0383 -0.7440 3.4403  0.487
H: -5.4977 -0.7940 3.3276  0.408
H: -6.6746 0.3209 1.4646  0.417
H: -5.3920 1.5632 -0.2364  0.582
H: -4.4474 3.3505 1.4230  0.325
H: -5.0575 5.6920 1.8606  0.399
H: -4.1691 7.5006 0.4292  0.391
H: -2.6753 6.9451 -1.4672  0.417
H: -2.0548 4.6043 -1.8994  0.523
H: -4.4805 3.3466 -2.5629  0.361
H: -5.4138 2.4313 -4.6538  0.419
H: -4.7826 0.1679 -5.4122  0.400
H: -3.1818 -1.1767 -4.0815  0.631
H: -2.2527 -0.2686 -1.9860  0.134
C: -3.0542 -4.2716 -1.9317  -1.965
C: -1.6326 -3.8339 -2.2479  1.187
O: -1.0664 -3.1084 -1.4232  0.483
C: -1.0358 -4.2697 -3.4979  0.391
C: -1.7133 -5.1938 -4.3233  -0.852
C: -1.2414 -5.5651 -5.5530  -0.798
C: -0.0429 -5.0008 -6.0224  -0.462
C: 0.6625 -4.1253 -5.2453  -0.789
C: 0.2246 -3.7365 -3.9438  0.031
O: 0.9302 -2.9217 -3.2492  -0.668
H: -3.4007 -3.7299 -1.0542  0.125
H: -3.0816 -5.3413 -1.7178  0.434
H: -3.7261 -4.0681 -2.7646  0.498
H: -2.6335 -5.6386 -3.9672  0.408
H: -1.7781 -6.2867 -6.1541  0.386
H: 0.3260 -5.2723 -7.0044  0.406
H: 1.6046 -3.7104 -5.5830  0.447
O: -1.7719 -2.3585 1.3137  -0.422
H: -1.4064 -2.5615 0.4321  0.111
H: -2.7250 -2.2880 1.1815  0.290
O: 0.0460 -0.4556 -4.1384  -0.470
H: 0.3492 -1.3462 -3.8680  0.275
H: -0.4882 -0.6165 -4.9227  0.232
O: 1.5989 -3.7485 -0.6749  -0.639
H: 1.1951 -3.5037 -1.5321  0.135
H: 0.9527 -4.3483 -0.2863  0.279

***

[3]
Below is a structure of composition C62H65IrN4O3P, with properties calculated with the ωB97M-V functional and the def2-TZVPD basis.

Values from the calculation:
2S+1 ... 2
HOMO level (alpha / beta) ... -6.67 / -6.65 eV

Each line ends with the Mulliken spin population.
CARTESIAN COORDINATES (ANGSTROEM)
Ir: -0.5195 -0.1580 -0.1669  0.525
C: -3.4453 -3.0935 -1.8730  0.012
C: -2.0372 -2.6799 -1.4944  -0.030
O: -1.8883 -1.9552 -0.4753  0.092
C: -0.9740 -3.1519 -2.2553  0.048
C: 0.3702 -2.8213 -2.0138  -0.001
C: 1.4077 -3.6589 -2.7198  0.002
N: 0.7470 -1.8423 -1.2086  0.024
N: 2.0892 -1.7023 -1.0451  -0.007
C: 2.5052 -0.7302 -0.2837  -0.020
O: 1.7488 0.0374 0.4016  0.098
C: 3.9856 -0.5809 -0.2024  0.004
C: 4.5376 0.6134 0.2506  0.001
C: 5.9130 0.7659 0.3372  0.000
C: 6.7535 -0.2863 0.0053  0.000
C: 6.2079 -1.4836 -0.4412  0.001
C: 4.8358 -1.6251 -0.5640  0.003
H: -4.1477 -2.3627 -1.4735  0.000
H: -3.6674 -4.0696 -1.4362  -0.001
H: -3.5544 -3.1623 -2.9549  -0.001
H: -1.1805 -3.8669 -3.0405  0.001
H: 1.0652 -3.9038 -3.7250  -0.001
H: 1.5377 -4.5940 -2.1708  0.000
H: 2.3587 -3.1384 -2.7641  0.002
H: 3.8810 1.4260 0.5233  0.001
H: 6.3326 1.7080 0.6684  0.000
H: 7.8272 -0.1768 0.0904  0.000
H: 6.8617 -2.3088 -0.6955  0.000
H: 4.4119 -2.5450 -0.9406  0.000
O: -3.0148 0.4524 -0.6593  -0.005
C: -2.0952 0.4500 -1.4206  0.050
C: -1.9468 0.7927 -2.7969  0.002
C: -3.0881 0.8529 -3.6194  -0.004
C: -2.9653 1.1829 -4.9464  0.001
C: -1.7115 1.4559 -5.4920  -0.002
C: -0.5831 1.3743 -4.6942  0.000
C: -0.6908 1.0422 -3.3507  -0.013
P: 0.7000 0.8189 -2.2065  0.087
C: 1.5804 2.4062 -1.9657  -0.009
C: 1.9373 2.7880 -0.6772  -0.011
C: 2.7426 3.8998 -0.4754  -0.005
C: 3.1750 4.6508 -1.5565  0.001
C: 2.7804 4.3002 -2.8417  0.000
C: 1.9924 3.1820 -3.0490  0.003
C: 1.8962 -0.0149 -3.3063  0.017
C: 3.2600 0.2636 -3.2375  -0.002
C: 4.1495 -0.3908 -4.0707  -0.002
C: 3.6902 -1.3249 -4.9885  0.004
C: 2.3340 -1.6080 -5.0619  -0.003
C: 1.4423 -0.9703 -4.2160  -0.002
H: -4.0497 0.6247 -3.1772  -0.001
H: -3.8436 1.2211 -5.5778  0.000
H: -1.6193 1.7086 -6.5395  0.000
H: 0.3923 1.5401 -5.1314  0.000
H: 1.5901 2.2054 0.1663  0.001
H: 3.0269 4.1771 0.5323  0.000
H: 3.8122 5.5117 -1.4004  0.000
H: 3.1038 4.8953 -3.6862  0.000
H: 1.7076 2.9042 -4.0559  -0.001
H: 3.6303 0.9960 -2.5340  0.000
H: 5.2063 -0.1693 -3.9963  0.000
H: 4.3870 -1.8301 -5.6446  0.000
H: 1.9734 -2.3383 -5.7753  0.000
H: 0.3870 -1.2106 -4.2624  0.005
C: 2.7317 -4.4933 1.1109  0.004
C: 1.8727 -3.9207 2.2469  -0.002
C: 2.5084 -2.6301 2.7585  -0.001
C: 0.3781 -3.9319 1.8795  0.005
C: -0.0887 -5.2355 1.6721  -0.003
C: -1.4139 -5.5408 1.4733  0.003
C: -2.3521 -4.5335 1.6120  -0.008
C: -1.9555 -3.2288 1.8292  0.004
C: -2.9980 -2.2006 2.2137  -0.008
C: -3.0764 -2.1963 3.7482  -0.001
C: -4.3728 -2.4705 1.6053  0.002
C: -0.5783 -2.8917 1.8540  0.015
N: -0.2832 -1.4923 1.8210  0.056
C: 0.1081 -0.8748 2.8606  0.021
C: 0.4426 0.5229 3.0011  -0.006
C: 1.3027 0.8051 4.0751  0.005
C: 1.6768 2.0812 4.4181  0.000
C: 1.1433 3.1424 3.6865  0.003
C: 0.2682 2.9001 2.6552  0.007
C: -0.1041 1.5927 2.2468  0.006
N: -1.0003 1.4522 1.2097  0.000
C: -2.0479 2.4298 1.2503  0.015
C: -2.2691 3.4845 0.3341  -0.004
C: -3.2388 4.4453 0.6069  -0.001
C: -3.9857 4.4323 1.7653  0.002
C: -3.8050 3.3851 2.6446  -0.001
C: -2.8812 2.3805 2.3936  0.001
C: -2.8828 1.1990 3.3432  0.003
C: -4.2737 0.5535 3.2989  0.001
C: -2.5143 1.5968 4.7756  0.000
C: -1.4335 3.7532 -0.8922  -0.002
C: -2.2881 4.0149 -2.1379  0.001
C: -0.5544 4.9821 -0.6413  0.001
H: 3.7653 -4.5972 1.4493  0.000
H: 2.7148 -3.8245 0.2561  -0.003
H: 2.3808 -5.4738 0.7897  0.000
H: 1.9352 -4.6351 3.0764  0.000
H: 2.4254 -1.8130 2.0494  0.004
H: 3.5712 -2.8055 2.9357  0.000
H: 2.0686 -2.3209 3.7065  -0.001
H: 0.6273 -6.0477 1.6999  0.000
H: -1.7204 -6.5608 1.2783  0.000
H: -3.4067 -4.7701 1.5665  0.000
H: -2.6692 -1.2206 1.8632  0.019
H: -3.3419 -3.1918 4.1092  0.000
H: -3.8303 -1.4922 4.1023  0.000
H: -2.1183 -1.9243 4.1950  0.000
H: -4.8458 -3.3528 2.0407  0.000
H: -4.2815 -2.6048 0.5273  -0.002
H: -5.0316 -1.6242 1.7896  0.000
H: 0.2546 -1.4435 3.7808  -0.002
H: 1.6951 -0.0296 4.6465  0.001
H: 2.3517 2.2541 5.2452  0.000
H: 1.4050 4.1645 3.9328  0.000
H: -0.1492 3.7322 2.1054  -0.002
H: -3.3836 5.2545 -0.0986  0.000
H: -4.7012 5.2180 1.9714  0.000
H: -4.4061 3.3468 3.5447  0.001
H: -2.1552 0.4638 3.0014  -0.007
H: -5.0425 1.2547 3.6239  0.000
H: -4.3169 -0.3144 3.9571  0.000
H: -4.5048 0.2469 2.2784  0.001
H: -3.2785 2.2422 5.2127  0.000
H: -1.5595 2.1256 4.7998  0.000
H: -2.4301 0.7054 5.4014  0.000
H: -0.7985 2.8860 -1.0656  0.005
H: -3.0897 3.2847 -2.2321  -0.001
H: -2.7388 5.0073 -2.1025  0.001
H: -1.6635 3.9676 -3.0338  -0.001
H: 0.0509 5.2075 -1.5222  0.000
H: 0.1098 4.8286 0.2060  0.000
H: -1.1784 5.8508 -0.4243  0.001

***

- Number 1 is which compound?
  C62H54BrN2OP2STl